A 2-piece molecular cluster, C2H3NO2S overall in a non-equilibrium geometry, computed with ωB97M-V/def2-TZVPD.

The orbital gap (spin up / spin down) is 8.22 / 8.33 eV. The calculation puts the HOMO energy (spin up / spin down) at -11.7 / -11.7 eV.

The geometry in ORCA input format:
```
! RIJCOSX wB97M-V def2-TZVPD def2/J DEFGRID3
* xyz 0 1
C -1.837 -1.875 -0.836
C 0.098 -0.374 -0.283
N -2.609 -2.477 -1.421
O -2.158 1.068 -0.214
O -1.519 -0.524 1.688
S -1.196 0.350 0.616
H 0.178 -0.041 -1.308
H 0.828 -1.153 0.016
H -0.521 1.314 1.136
*
```

A 2-piece molecular cluster, C2H3NO2S overall in a non-equilibrium geometry, computed with ωB97M-V/def2-TZVPD.

The orbital gap is 10.40 eV. Its SMILES is O=[N+]([O-])S.C#C. The calculation puts the HOMO energy at -10.6 eV.

The geometry in ORCA input format:
```
! RIJCOSX wB97M-V def2-TZVPD def2/J DEFGRID3
* xyz 0 1
O -1.258 1.194 0.245
N -2.053 0.704 -0.480
O -2.968 1.133 -1.104
S -1.703 -1.091 -0.787
H -2.883 -1.513 -1.517
C 3.266 0.007 1.123
C 2.115 -0.157 0.771
H 4.286 -0.058 1.493
H 1.198 -0.220 0.255
*
```

A 2-piece molecular cluster, C2H3NO2S overall in a non-equilibrium geometry, computed with ωB97M-V/def2-TZVPD.

The orbital gap (spin up / spin down) is 8.45 / 8.39 eV. The calculation puts the HOMO energy (spin up / spin down) at -11.7 / -11.7 eV.

The geometry in ORCA input format:
```
! RIJCOSX wB97M-V def2-TZVPD def2/J DEFGRID3
* xyz 0 1
C -1.712 2.107 0.422
C -0.293 0.054 0.446
N -2.587 2.819 0.558
O -1.122 0.647 -2.003
O 0.717 1.957 -1.115
S 0.059 0.709 -1.161
H -1.099 -0.644 0.451
H 0.563 0.342 1.104
H 1.150 -0.300 -1.603
*
```

One molecule with the formula C2H3NO2S in a non-equilibrium geometry, computed with ωB97M-V/def2-TZVPD.

The orbital gap is 8.37 eV. Its SMILES is O=CN(O)C=S. The calculation puts the HOMO energy at -8.8 eV.

The geometry in ORCA input format:
```
! RIJCOSX wB97M-V def2-TZVPD def2/J DEFGRID3
* xyz 0 1
O 2.183 -0.219 -0.454
C 1.282 0.533 -0.110
N -0.135 0.042 -0.076
O -1.004 1.149 -0.192
C -0.732 -1.182 -0.038
S 0.004 -2.618 0.358
H 1.377 1.728 0.051
H -1.124 1.605 0.612
H -1.850 -1.039 -0.151
*
```

One molecule with the formula C2H3NO2S2 in a non-equilibrium geometry, computed with ωB97M-V/def2-TZVPD.

The orbital gap is 9.90 eV. Its SMILES is O=S1(=O)C=NCS1. The calculation puts the HOMO energy at -10.1 eV.

The geometry in ORCA input format:
```
! RIJCOSX wB97M-V def2-TZVPD def2/J DEFGRID3
* xyz 0 1
O -2.884 -0.526 1.318
S -2.396 -0.218 0.006
O -3.298 -0.344 -1.096
C -0.905 -1.216 -0.225
N 0.240 -0.549 -0.103
C 0.210 0.829 0.078
S -1.448 1.647 -0.015
H -0.925 -2.279 -0.348
H 0.654 1.063 1.049
H 0.822 1.298 -0.695
*
```

A 2-piece molecular cluster, C2H3NO2S2 overall in a non-equilibrium geometry, computed with ωB97M-V/def2-TZVPD.

The orbital gap is 8.17 eV. The calculation puts the HOMO energy at -8.9 eV.

The geometry in ORCA input format:
```
! RIJCOSX wB97M-V def2-TZVPD def2/J DEFGRID3
* xyz 0 1
C -0.393 0.991 -0.086
C 0.462 -0.002 -0.025
N 2.476 0.750 -0.073
O 2.473 1.915 -0.198
O 3.260 -0.106 0.181
S -2.216 0.749 -0.051
S 0.605 -1.760 -0.112
H -0.228 1.983 0.044
H -2.154 -0.507 -0.651
H 1.899 -1.682 -0.227
*
```

One molecule with the formula C2H3NO2S2 in a non-equilibrium geometry, computed with ωB97M-V/def2-TZVPD.

The orbital gap is 7.59 eV. Its SMILES is O=C(S)C(=S)NO. The calculation puts the HOMO energy at -9.0 eV.

The geometry in ORCA input format:
```
! RIJCOSX wB97M-V def2-TZVPD def2/J DEFGRID3
* xyz 0 1
O -0.112 -1.966 0.429
C -0.504 -0.779 0.004
S -2.129 -0.402 -0.179
C 0.495 0.363 -0.065
S 0.022 1.914 0.143
N 1.831 0.224 -0.017
O 2.480 -0.966 -0.295
H -2.274 1.024 -0.148
H 2.446 0.937 -0.168
H 1.834 -1.766 0.318
*
```

One molecule with the formula C2H3NO3 in a non-equilibrium geometry, computed with ωB97M-V/def2-TZVPD.

The orbital gap is 10.34 eV. Its SMILES is NC(=O)C(=O)O. The calculation puts the HOMO energy at -10.5 eV.

The geometry in ORCA input format:
```
! RIJCOSX wB97M-V def2-TZVPD def2/J DEFGRID3
* xyz 0 1
N -1.030 0.837 -0.357
C -0.736 -0.458 -0.102
O -1.551 -1.309 0.265
C 0.641 -0.595 -0.148
O 0.982 -1.710 -0.333
O 1.465 0.482 0.140
H -2.009 1.094 -0.161
H -0.277 1.424 0.088
H 2.515 0.233 0.609
*
```